Record 1
Formula: C39H35N3P2S6W
Source: the OMol25 dataset
Level of theory: ωB97M-V/def2-TZVPD

Structure (ORCA input):
```
! RIJCOSX wB97M-V def2-TZVPD def2/J DEFGRID3
* xyz 2 1
W -0.4445 -0.5115 -0.2966
C 2.3356 -0.3215 2.5876
C 1.0170 -0.8894 3.1216
P -0.5260 -0.4396 2.2088
C -1.7407 -1.6728 2.8135
C -1.3994 -3.0199 2.9386
C -2.3511 -3.9434 3.3333
C -3.6546 -3.5430 3.5809
C -4.0026 -2.2087 3.4429
C -3.0536 -1.2767 3.0611
C -1.1644 1.0772 3.0016
C -2.0920 1.8158 2.2625
C -2.7616 2.8829 2.8329
C -2.4983 3.2297 4.1492
C -1.5674 2.5153 4.8842
C -0.9015 1.4395 4.3197
C 2.8728 -1.0357 1.3437
P 2.0178 -0.7760 -0.2722
C 2.8583 -2.0205 -1.2944
C 4.2311 -1.8650 -1.5079
C 4.9138 -2.7890 -2.2729
C 4.2422 -3.8662 -2.8321
C 2.8802 -4.0175 -2.6251
C 2.1849 -3.0962 -1.8598
C 2.6954 0.7578 -0.9936
C 2.6341 0.8643 -2.3843
C 3.0068 2.0354 -3.0122
C 3.4476 3.1145 -2.2610
C 3.5353 3.0060 -0.8823
C 3.1566 1.8361 -0.2465
H 3.0812 -0.4713 3.3758
H 2.2582 0.7580 2.4310
H 0.8852 -0.5541 4.1546
H 1.0798 -1.9806 3.1408
H -0.3974 -3.3570 2.7189
H -2.0737 -4.9797 3.4480
H -4.3964 -4.2667 3.8795
H -5.0135 -1.8881 3.6381
H -3.3369 -0.2373 2.9637
H -2.3153 1.5260 1.2409
H -3.4944 3.4299 2.2583
H -3.0336 4.0471 4.6048
H -1.3755 2.7837 5.9116
H -0.2032 0.8894 4.9316
H 2.8410 -2.1188 1.5156
H 3.9213 -0.7626 1.1853
H 4.7507 -1.0129 -1.0908
H 5.9748 -2.6677 -2.4327
H 4.7814 -4.5815 -3.4327
H 2.3596 -4.8553 -3.0585
H 1.1185 -3.2136 -1.7063
H 2.3231 0.0065 -2.9691
H 2.9643 2.1048 -4.0881
H 3.7432 4.0279 -2.7505
H 3.9047 3.8346 -0.2989
H 3.2547 1.7620 0.8260
C -0.8866 -0.1594 -5.6527
N -0.9176 0.9550 -4.7448
C -1.1484 2.2617 -5.0651
C -1.0895 2.9820 -3.9276
N -0.8129 2.1154 -2.8731
C -0.7117 0.8579 -3.4142
S -0.3164 -0.6397 -2.7462
C -0.5869 2.5552 -1.5613
C -0.7816 3.9138 -1.2801
C -0.4665 4.4288 -0.0418
C 0.1130 3.5754 0.8896
C 0.2639 2.2508 0.5488
N -0.1412 1.6990 -0.6154
H -0.9132 0.2077 -6.6742
H -1.7459 -0.8100 -5.4854
H 0.0180 -0.7464 -5.4897
H -1.3367 2.5913 -6.0674
H -1.2179 4.0340 -3.8158
H -1.1894 4.5812 -2.0175
H -0.6407 5.4687 0.1786
H 0.4176 3.9253 1.8629
H 0.7350 1.5701 1.2466
S -6.3988 -4.8085 0.2464
C -5.0842 -3.8596 0.0581
S -3.4525 -4.4860 0.0074
C -2.6695 -2.9350 -0.1625
C -3.4817 -1.8331 -0.2266
S -2.8729 -0.2481 -0.4114
S -5.1964 -2.1217 -0.1082
S -0.9592 -2.8270 -0.1967
*
```

Values from the calculation:
* orbital gap (spin up / spin down): 4.9 / 4.9 eV
* HOMO energy (spin up / spin down): -12.11 / -12.14 eV
* LUMO energy (spin up / spin down): -7.253 / -7.234 eV

Mulliken atomic charge list, values in e, 8 entries: 0.7213 -0.6731 -1.4678 1.4567 0.7596 -0.6477 -0.9783 -0.5631

Record 2
Formula: C39H35N8S2SeW
Source: the OMol25 dataset
Level of theory: ωB97M-V/def2-TZVPD

Structure (ORCA input):
```
! RIJCOSX wB97M-V def2-TZVPD def2/J DEFGRID3
* xyz 1 1
W -1.1037 0.2018 -0.1109
C 1.2757 3.0916 -4.0644
S 0.4423 1.5884 -4.5945
C -0.2442 0.9900 -3.1159
S -0.1615 1.8772 -1.6739
N -0.8493 -0.1699 -3.2700
N -1.4268 -0.5915 -2.1185
C -2.2314 -1.5878 -2.2162
C -2.9968 -1.9834 -1.0378
C -3.9181 -3.0115 -1.0638
C -4.6820 -3.2464 0.0738
C -4.5134 -2.4312 1.1767
C -3.5589 -1.4231 1.1280
N -2.7999 -1.2185 0.0557
H 1.7231 3.5017 -4.9687
H 2.0534 2.8695 -3.3368
H 0.5709 3.8134 -3.6578
H -2.3686 -2.0718 -3.1765
H -4.0334 -3.6088 -1.9574
H -5.4075 -4.0486 0.0867
H -5.1026 -2.5616 2.0729
H -3.3894 -0.7654 1.9689
N 0.2822 -1.9043 3.6225
C -0.2735 -1.6954 2.4418
N -0.8459 -0.5717 2.0791
C -0.8623 0.4780 2.9972
N -1.4132 1.5909 2.6756
N -1.8365 1.5650 1.3594
C -2.7461 2.4585 1.1161
C -3.3546 2.4034 -0.1680
C -4.3796 3.2830 -0.5244
C -4.9972 3.1394 -1.7405
C -4.5606 2.1158 -2.5771
C -3.5383 1.2917 -2.1672
N -2.9218 1.4039 -0.9717
C -0.2663 0.3017 4.3178
C -0.2184 1.3270 5.2650
C 0.4220 1.1203 6.4670
C 1.0348 -0.1068 6.7366
C 1.0035 -1.1269 5.8096
C 0.3459 -0.9084 4.6046
H 0.7026 -2.8038 3.8008
H -0.2602 -2.5117 1.7338
H -3.0536 3.1441 1.8931
H -4.6635 4.0615 0.1704
H -5.7933 3.8060 -2.0425
H -4.9972 1.9598 -3.5531
H -3.1789 0.5387 -2.8453
H -0.6862 2.2729 5.0316
H 0.4581 1.9111 7.2030
H 1.5459 -0.2590 7.6775
H 1.4804 -2.0783 6.0093
C -0.0429 -1.6260 -0.3262
C 0.4066 -2.7396 -0.5074
C 0.9504 -4.0554 -0.6980
C 0.4943 -5.1368 0.0597
C 1.0374 -6.3993 -0.1168
C 2.0379 -6.6012 -1.0576
C 2.4903 -5.5345 -1.8228
C 1.9541 -4.2696 -1.6458
H -0.3051 -4.9873 0.7771
H 0.6748 -7.2291 0.4759
H 2.4594 -7.5875 -1.1982
H 3.2663 -5.6879 -2.5610
H 2.3069 -3.4336 -2.2354
C 5.5132 3.7474 -2.5792
C 4.4385 3.0445 -1.7951
C 3.6264 3.7336 -0.9048
C 2.6409 3.0954 -0.1579
C 1.8223 3.9320 0.7899
C 2.4601 1.7089 -0.3101
Se 1.2286 0.8720 0.9047
C 3.2648 0.9942 -1.2043
C 3.1402 -0.4852 -1.4307
C 4.2342 1.6799 -1.9323
H 5.5093 4.8189 -2.3840
H 5.3831 3.5974 -3.6525
H 6.4992 3.3616 -2.3157
H 3.7610 4.8033 -0.7846
H 2.0498 4.9877 0.6446
H 2.0272 3.6756 1.8306
H 0.7511 3.7846 0.6399
H 2.2545 -0.8966 -0.9614
H 4.0102 -1.0132 -1.0316
H 3.0980 -0.6931 -2.5023
H 4.8506 1.1187 -2.6282
*
```

Values from the calculation:
* orbital gap (spin up / spin down): 5.3 / 5.3 eV
* HOMO energy (spin up / spin down): -8.92 / -8.92 eV
* LUMO energy (spin up / spin down): -3.607 / -3.607 eV

Mulliken atomic charge list, values in e, 8 entries: 1.7309 -0.4031 -0.0575 0.4561 -0.2757 -2.0599 0.6025 -0.7056

Record 3
Formula: C39H36BClCrN5O6P
Source: the OMol25 dataset
Level of theory: ωB97M-V/def2-TZVPD

Structure (ORCA input):
```
! RIJCOSX wB97M-V def2-TZVPD def2/J DEFGRID3
* xyz -2 5
Cr 0.6900 -0.6660 -0.9585
Cl -0.5529 -6.6548 -4.7429
C -0.2676 -5.0175 -4.1491
C -0.9440 -3.9508 -4.7293
C -0.7056 -2.6685 -4.2564
C 0.1948 -2.4071 -3.2187
O 0.4070 -1.1513 -2.8388
C 0.8717 -3.5185 -2.6279
C 1.8497 -3.3382 -1.6066
N 2.0891 -2.1471 -1.0337
C 3.2193 -1.8609 -0.3437
C 4.1868 -2.7564 0.1239
C 5.3135 -2.2767 0.8054
C 5.5367 -0.9327 1.0123
C 4.5994 0.0108 0.5077
C 4.7320 1.4085 0.6217
C 3.8056 2.2367 0.0437
C 2.7076 1.6863 -0.6259
N 2.5230 0.3819 -0.7042
C 3.4511 -0.4586 -0.1639
C 0.6200 -4.8125 -3.1204
H -1.6533 -4.1260 -5.5276
H -1.2240 -1.8203 -4.6919
H 2.4659 -4.1922 -1.3444
H 4.0422 -3.8216 0.0034
H 6.0340 -2.9924 1.1876
H 6.4161 -0.5809 1.5413
H 5.5825 1.8139 1.1610
H 3.8996 3.3132 0.1018
H 1.9700 2.3006 -1.1208
H 1.1312 -5.6572 -2.6721
O 0.4023 2.1640 -5.2480
C 0.3058 1.8553 -4.0533
O 1.2302 1.8220 -3.1743
C -1.0737 1.3656 -3.5361
P -0.9924 1.1424 -1.7188
C -1.2541 2.8860 -1.0951
C -2.3516 3.2250 -0.2985
C -2.5037 4.5062 0.2229
C -1.5617 5.4893 -0.0401
C -0.4751 5.1764 -0.8460
C -0.3203 3.8958 -1.3657
C -2.6787 0.4691 -1.3265
C -3.6996 0.3253 -2.2601
C -4.9269 -0.2294 -1.8995
C -5.1530 -0.6453 -0.5960
C -4.1445 -0.5062 0.3512
C -2.9255 0.0388 -0.0183
H -1.2942 0.4063 -4.0005
H -1.8462 2.0805 -3.8033
H -3.1067 2.4871 -0.0712
H -3.3662 4.7305 0.8404
H -1.6742 6.4843 0.3775
H 0.2711 5.9330 -1.0680
H 0.5341 3.6700 -1.9919
H -3.5471 0.6388 -3.2860
H -5.7012 -0.3491 -2.6483
H -6.0980 -1.1002 -0.3228
H -4.2956 -0.8586 1.3664
H -2.1272 0.1124 0.7146
C 1.7991 2.8461 3.6240
C 0.3875 2.3028 3.8597
C 0.1642 0.8873 3.3329
C -1.3356 0.4784 3.4799
C -1.8877 0.5791 4.9036
C 0.9886 -0.1105 4.1141
O 1.3423 0.0552 5.2713
N 1.2390 -1.2600 3.4346
C 1.0145 -1.5077 2.0528
O 1.1809 -2.6494 1.6849
N 0.6865 -0.4336 1.2499
C 0.4349 0.7878 1.8201
O 0.2838 1.8036 1.1575
H 1.9179 3.8195 4.1082
H 1.9937 2.9669 2.5592
H 2.5517 2.1705 4.0437
H -0.3467 2.9556 3.3821
H 0.1923 2.2848 4.9322
H -1.4613 -0.5414 3.1088
H -1.9024 1.1340 2.8135
H -1.2183 0.1044 5.6263
H -2.8599 0.0821 4.9609
H -2.0258 1.6201 5.2058
H 1.6879 -2.0164 3.9220
B -2.5952 -3.8683 0.0363
C -1.5372 -2.7479 -0.2996
N -0.7807 -1.9216 -0.5593
H -2.0864 -4.9452 -0.2194
H -3.5697 -3.6584 -0.6668
H -2.8758 -3.7769 1.2233
*
```

Values from the calculation:
* orbital gap (spin up / spin down): 4.7 / 7.0 eV
* HOMO energy (spin up / spin down): -0.49 / -2.80 eV
* LUMO energy (spin up / spin down): 4.218 / 4.219 eV

Mulliken atomic charge list, values in e, 8 entries: -0.4824 -0.3119 0.4069 -1.0266 -0.3254 -0.0162 -0.3315 1.1304

Let's list energy in order: -130884.5916; -141769.0856; -111679.1970 eV.
Let's list max |F| in order: 3.43; 1.32; 1.10 eV/Å.